1.
17
Properties=species:S:1:pos:R:3:forces:R:3:lowdin_charge:R:1 method="wB97M-V/def2-TZVPD" lumo_ev=0.9 gap_ev=8.78 smiles="CC(C)=CCC=O" energy_ha=-309.7219 e_above_lowest_kcal_mol=75.6
O 2.770080 0.752635 -0.626055 0.147 -0.372 0.114 0.047
C 0.089074 -0.255981 -0.826973 -0.088 -0.237 -0.317 -0.112
C -0.834277 0.306910 -0.025673 0.295 -1.678 -0.052 -0.467
C 2.589803 -0.413024 -0.367907 0.240 0.314 -0.100 -0.275
C 1.233142 -1.028733 -0.248465 0.308 0.212 -0.152 -0.177
C -0.363716 1.188373 1.056625 -0.465 0.593 -0.757 -0.016
C -2.316193 0.033129 -0.051486 -0.023 -0.062 -0.274 -0.059
H -0.712109 0.993914 2.097413 -0.505 0.906 -0.879 0.093
H -2.536555 -0.606690 -0.904285 -0.175 0.075 -0.044 0.077
H 1.254728 -1.980142 -0.806278 0.159 0.093 0.187 0.118
H -2.470361 -0.578408 0.853912 -0.149 0.104 -0.260 0.092
H 0.038344 -0.238719 -1.909964 -0.705 -0.836 -0.056 0.110
H -3.034362 0.862107 0.000139 0.386 0.065 -0.048 0.078
H -0.861041 1.826665 0.154257 0.318 1.083 3.052 0.167
H 1.058265 -1.331980 0.802071 0.095 0.288 -0.307 0.132
H 3.441617 -1.112243 -0.228897 0.085 0.163 0.058 0.116
H 0.653564 1.582193 1.031567 0.076 -0.712 -0.165 0.076



2.
17
Properties=species:S:1:pos:R:3:forces:R:3:lowdin_charge:R:1 method="wB97M-V/def2-TZVPD" lumo_ev=1.0 gap_ev=10.19 smiles="CC1(O)CC=CC1" energy_ha=-309.8407 e_above_lowest_kcal_mol=1.0
O 0.925080 -0.144087 1.533462 -0.038 0.151 0.235 -0.019
C 0.447942 0.235000 0.243629 -0.087 0.054 -0.317 -0.570
C -1.071100 0.532122 0.314085 -0.004 0.046 0.019 -0.120
C -1.707289 -0.802279 0.018757 0.075 -0.124 -0.069 -0.089
C -0.826047 -1.661144 -0.487330 -0.124 0.076 0.049 -0.084
C 1.274649 1.395786 -0.298758 0.025 0.040 -0.017 -0.033
C 0.546817 -1.049290 -0.606012 0.040 0.008 -0.013 -0.116
H 0.965536 1.662570 -1.315620 0.026 -0.057 0.152 0.085
H 1.159576 2.286382 0.332191 0.007 -0.136 -0.065 0.085
H -1.369657 1.282272 -0.432289 0.063 -0.103 0.092 0.119
H -2.761772 -1.004702 0.184400 0.160 0.007 -0.043 0.100
H 0.677310 0.552887 2.154743 0.096 -0.125 -0.050 0.095
H -1.049721 -2.676428 -0.802719 0.012 0.154 0.053 0.101
H 0.787342 -0.820025 -1.653644 -0.038 -0.026 0.151 0.120
H 1.347322 -1.686439 -0.214692 -0.110 0.072 -0.056 0.122
H -1.346731 0.939432 1.296705 0.043 -0.066 -0.128 0.117
H 2.335454 1.125225 -0.315135 -0.146 0.028 0.006 0.088



3.
17
Properties=species:S:1:pos:R:3:forces:R:3:lowdin_charge:R:1 method="wB97M-V/def2-TZVPD" lumo_ev=1.0 gap_ev=10.38 energy_ha=-309.7911 e_above_lowest_kcal_mol=32.1
O 1.859256 -0.266283 -0.173509 0.027 0.134 0.110 -0.073
C 0.163646 0.100196 2.361892 -0.055 -0.073 -0.089 -0.014
C -0.384817 -0.589212 1.361901 -0.014 0.127 0.164 -0.205
C -0.043924 0.048707 -1.781031 -0.131 -0.017 0.102 -0.089
C -1.426282 -0.031175 0.434237 -0.029 0.027 0.052 -0.197
C 1.421794 0.164040 -1.433234 -0.020 0.029 -0.387 -0.267
C -1.163676 -0.045676 -1.059847 0.106 0.025 -0.096 -0.107
H 1.411863 0.243739 0.514955 0.113 -0.138 -0.074 0.041
H -0.190292 0.095867 -2.862550 0.012 -0.025 0.154 0.101
H -1.652276 1.004421 0.729637 0.026 -0.156 -0.020 0.117
H -2.355829 -0.591301 0.601622 0.110 0.046 -0.030 0.112
H -0.072637 -1.616875 1.176721 -0.054 0.174 0.054 0.117
H 1.723929 1.207180 -1.631545 -0.026 -0.110 0.038 0.120
H 1.977166 -0.448087 -2.149833 -0.064 0.066 -0.017 0.116
H -0.102440 1.139552 2.547030 -0.031 -0.153 -0.002 0.067
H 0.922019 -0.338542 3.004409 -0.150 0.028 -0.048 0.065
H -2.087498 -0.076550 -1.640856 0.180 0.016 0.089 0.096